(1)
{"formula": "C23H32BaN6O6PS", "method": "ωB97M-V with the def2-TZVPD basis set", "homo_energy_ev": -10.2, "max_force_ev_per_a": 0.8, "relative_energy_ev": 0.064, "total_charge": 1, "spin_multiplicity": 1, "lumo_energy_ev": -2.692, "gap_ev": 7.53, "symbols": ["Ba", "N", "C", "C", "C", "C", "C", "C", "S", "O", "O", "N", "C", "N", "C", "C", "C", "N", "H", "H", "H", "H", "H", "H", "H", "H", "H", "C", "O", "P", "O", "C", "O", "C", "H", "H", "H", "H", "H", "H", "H", "H", "H", "C", "C", "N", "C", "C", "C", "O", "C", "C", "C", "C", "N", "C", "H", "H", "H", "H", "H", "H", "H", "H", "H", "H", "H", "H", "H", "H"], "xyz": [[-0.4442, -2.7057, -0.2546], [7.2230, 1.4766, 0.5498], [6.0574, 0.7582, 0.5229], [6.0257, -0.5659, 0.9840], [4.8610, -1.2993, 0.9214], [3.7124, -0.7189, 0.3927], [3.7236, 0.5943, -0.0679], [4.8858, 1.3261, -0.0014], [2.2595, -1.6470, 0.2905], [1.9236, -1.9510, -1.1156], [2.3756, -2.8541, 1.0969], [0.9723, -0.8227, 0.7341], [0.6009, -0.7758, 2.0581], [1.4329, -0.3606, 3.0126], [0.9386, -0.3040, 4.2410], [-0.3736, -0.6435, 4.5463], [-1.1468, -1.1009, 3.5004], [-0.6720, -1.1885, 2.2559], [7.9778, 1.1466, 1.1248], [7.1761, 2.4731, 0.4326], [6.9237, -1.0113, 1.3935], [4.8291, -2.3158, 1.2885], [2.8314, 1.0576, -0.4673], [4.8957, 2.3498, -0.3551], [1.6194, 0.0290, 5.0168], [-0.7624, -0.5745, 5.5508], [-2.1719, -1.4188, 3.6543], [-3.6190, -3.7148, -3.7123], [-4.3127, -3.9010, -2.4739], [-3.8174, -3.0928, -1.1793], [-4.3680, -1.6221, -1.5304], [-4.1185, -0.5596, -0.6110], [-4.9187, -3.5630, -0.1102], [-4.8843, -4.9123, 0.3717], [-3.9351, -4.5120, -4.3776], [-2.5354, -3.7786, -3.5713], [-3.8736, -2.7481, -4.1443], [-4.1379, 0.3710, -1.1726], [-3.1358, -0.6603, -0.1356], [-4.8856, -0.5421, 0.1622], [-5.5052, -4.9492, 1.2613], [-3.8658, -5.2146, 0.6332], [-5.2791, -5.5894, -0.3836], [0.6493, 3.6791, 1.8485], [0.0187, 4.3056, 0.6138], [-0.4221, 3.2951, -0.3545], [-1.8573, 3.1170, -0.5361], [-2.5475, 2.5338, 0.6882], [0.5366, 2.7294, -1.1195], [1.7031, 3.1004, -1.0998], [0.1955, 1.5452, -1.9805], [0.8568, 1.3582, -3.1870], [0.6765, 0.1688, -3.8726], [-0.1118, -0.8116, -3.2979], [-0.7446, -0.6542, -2.1301], [-0.5988, 0.5166, -1.5072], [0.9719, 4.4548, 2.5436], [1.5216, 3.0876, 1.5707], [-0.0600, 3.0315, 2.3674], [0.7321, 4.9651, 0.1209], [-0.8566, 4.8985, 0.8803], [-2.0243, 2.4926, -1.4122], [-2.2920, 4.0935, -0.7692], [-2.1388, 1.5559, 0.9545], [-3.6170, 2.4272, 0.5023], [-2.4292, 3.1844, 1.5551], [1.5198, 2.1294, -3.5570], [1.1682, -0.0183, -4.8164], [-0.2378, -1.7707, -3.7892], [-1.0947, 0.6210, -0.5485]]}

(2)
{"formula": "C14H19N3O5S", "method": "ωB97M-V with the def2-TZVPD basis set", "homo_energy_ev": -8.4, "smiles": "CN(C)S(=O)(=O)N1CCN(C(=O)c2ccc3c(c2)OCO3)CC1", "max_force_ev_per_a": 1.3, "relative_energy_ev": 1.445, "spin_multiplicity": 1, "lumo_energy_ev": 0.603, "gap_ev": 9.03, "symbols": ["C", "N", "C", "S", "O", "O", "N", "C", "C", "N", "C", "O", "C", "C", "C", "C", "C", "C", "O", "C", "O", "C", "C", "H", "H", "H", "H", "H", "H", "H", "H", "H", "H", "H", "H", "H", "H", "H", "H", "H", "H", "H"], "xyz": [[2.4533, -1.2388, 3.7975], [3.4055, -1.6870, 2.8113], [3.3463, -3.0947, 2.5015], [3.4993, -0.6988, 1.4793], [3.6300, 0.6425, 1.9506], [4.4906, -1.2416, 0.6081], [1.9768, -0.8691, 0.7638], [1.1578, 0.3230, 0.7135], [-0.2937, -0.0953, 0.4545], [-0.3644, -0.8670, -0.7614], [-1.0588, -0.5479, -1.8817], [-1.0784, -1.2732, -2.8570], [-1.8228, 0.7418, -1.8526], [-1.1542, 1.9578, -1.8793], [-1.8425, 3.1672, -1.9438], [-3.2141, 3.1042, -1.9781], [-3.8909, 1.8814, -1.9612], [-3.2194, 0.6859, -1.9071], [-5.2385, 2.1094, -2.0042], [-5.3938, 3.5111, -2.0713], [-4.1224, 4.1245, -2.0340], [0.4943, -2.0320, -0.7520], [1.9370, -1.5975, -0.4884], [2.6671, -1.7248, 4.7491], [2.5795, -0.1649, 3.9033], [1.4213, -1.4617, 3.5004], [3.6257, -3.6675, 3.3857], [4.0651, -3.2817, 1.7086], [2.3455, -3.4011, 2.1742], [1.2555, 0.8402, 1.6663], [1.4977, 0.9979, -0.0849], [-0.9370, 0.7809, 0.3824], [-0.6345, -0.7246, 1.2862], [-0.0752, 1.9715, -1.8658], [-1.3260, 4.1116, -1.9695], [-3.7398, -0.2566, -1.9128], [-5.9951, 3.8572, -1.2159], [-5.9064, 3.7814, -3.0085], [0.4058, -2.5198, -1.7239], [0.1642, -2.7170, 0.0367], [2.5982, -2.4576, -0.4022], [2.2914, -0.9696, -1.3176]]}

(3)
{"formula": "C18H22IN5O5P", "method": "ωB97M-V with the def2-TZVPD basis set", "homo_energy_ev": -4.8, "max_force_ev_per_a": 7.0, "total_charge": -1, "spin_multiplicity": 1, "lumo_energy_ev": 0.904, "gap_ev": 5.69, "symbols": ["C", "C", "C", "O", "O", "C", "C", "C", "C", "C", "C", "C", "C", "N", "P", "N", "C", "I", "C", "N", "C", "C", "C", "C", "N", "C", "H", "H", "H", "H", "H", "H", "H", "H", "H", "H", "H", "H", "H", "H", "H", "H", "H", "H", "H", "H", "H", "H", "N", "O", "O", "O"], "xyz": [[4.3609, 2.1490, 2.8709], [3.6516, 1.0984, 2.2101], [3.9381, 0.6328, 0.6831], [4.2363, 1.5467, -0.1393], [3.8819, -0.7538, 0.3829], [3.7009, -1.0079, -1.0384], [2.2411, -0.6586, -1.6093], [1.0794, -1.6963, -1.0966], [0.7728, -1.3082, 0.4355], [-0.7410, -1.5591, 0.9197], [-1.8821, -0.9774, -0.0588], [-2.9719, -0.0172, 0.6460], [-3.4857, -0.5981, 2.0779], [-3.6777, -1.3506, 3.0167], [-4.5434, -0.0990, -0.4762], [-5.9058, 0.1964, 0.3617], [-2.4710, 1.5014, 0.9290], [-1.7977, 1.5745, 3.0272], [-3.7385, 2.5229, 0.8636], [-4.6109, 3.3652, 0.7529], [-1.3958, 2.0703, -0.1109], [-1.9210, 2.4482, -1.5516], [-0.8546, 2.9960, -2.5838], [0.6064, 3.1421, -2.0558], [1.1111, 2.8224, -0.7500], [0.1271, 2.2909, 0.1509], [3.7546, 2.7905, 3.6169], [5.4884, 2.3021, 2.7127], [2.8139, 0.5829, 2.8033], [3.8631, -2.1465, -1.1901], [4.5324, -0.4865, -1.6526], [1.9471, 0.3781, -1.1718], [2.2302, -0.5241, -2.7563], [0.1679, -1.7212, -1.7880], [1.5860, -2.7409, -1.1461], [1.4386, -2.0055, 1.0860], [1.0799, -0.2384, 0.7131], [-0.8091, -1.1842, 2.0095], [-0.8751, -2.7107, 0.9870], [-1.4280, -0.5117, -1.0230], [-2.4764, -1.9020, -0.4417], [-4.6719, -1.4669, -0.9511], [-4.4103, 0.7975, -1.5848], [-6.3323, 1.0169, -0.1242], [-3.0047, 2.3638, -1.8971], [-1.2218, 3.2469, -3.6353], [1.3796, 3.5496, -2.8175], [0.5069, 1.9875, 1.2036], [1.1827, -5.4287, -0.2022], [0.9174, -4.4501, 0.5264], [1.3035, -6.5613, 0.2965], [1.3270, -5.2682, -1.4307]]}

(4)
{"formula": "C54H77Br2F3MoN2OP2Si4Te", "method": "ωB97M-V with the def2-TZVPD basis set", "homo_energy_ev": [-6.6, -6.8], "max_force_ev_per_a": 0.7, "relative_energy_ev": 0.000, "spin_multiplicity": 3, "s_squared": 2.03, "lumo_energy_ev": [-0.346, -0.653], "gap_ev": [6.30, 6.18], "symbols": ["Mo", "C", "C", "C", "P", "C", "C", "C", "C", "C", "C", "C", "C", "C", "C", "N", "C", "C", "C", "C", "C", "C", "C", "P", "C", "C", "C", "C", "C", "C", "H", "H", "H", "H", "H", "H", "H", "H", "H", "H", "H", "H", "H", "H", "H", "H", "H", "H", "H", "H", "H", "H", "H", "H", "H", "H", "H", "H", "H", "H", "H", "H", "H", "H", "H", "H", "H", "H", "H", "H", "C", "C", "C", "C", "C", "C", "Br", "C", "C", "Br", "C", "O", "C", "N", "H", "H", "H", "H", "H", "H", "F", "C", "F", "F", "C", "C", "C", "C", "C", "C", "C", "C", "H", "H", "H", "H", "C", "Si", "C", "C", "Si", "Te", "Si", "C", "C", "C", "Si", "C", "C", "C", "H", "H", "H", "H", "H", "H", "H", "H", "H", "H", "H", "H", "H", "H", "H", "H", "H", "H", "H", "H", "H", "H", "H", "H", "H", "H", "H"], "xyz": [[-0.1624, 1.1870, 0.0121], [-0.9656, 2.7456, 4.8813], [-0.8201, 2.7933, 3.3577], [-1.7152, 3.9122, 2.8137], [-1.1153, 1.1792, 2.4520], [-0.8835, -0.0739, 3.7790], [-1.3692, -1.4657, 3.3984], [0.5512, -0.1036, 4.3236], [-2.8769, 1.2481, 2.1385], [-3.8255, 1.3908, 3.1571], [-5.1319, 1.7492, 2.8954], [-6.1521, 1.8928, 3.9908], [-5.4554, 2.0181, 1.5589], [-4.5430, 1.8558, 0.5421], [-3.2338, 1.4003, 0.8002], [-2.3321, 1.1197, -0.2360], [-2.9033, 0.5011, -1.3621], [-4.0167, -0.3443, -1.3083], [-4.4818, -0.9689, -2.4511], [-3.8714, -0.7928, -3.6900], [-4.3554, -1.5097, -4.9214], [-2.7498, 0.0248, -3.7331], [-2.2575, 0.6423, -2.5895], [-0.7469, 1.6075, -2.4184], [0.3869, 1.1672, -3.8151], [-0.0212, 1.6884, -5.1980], [0.7007, -0.3239, -3.8463], [-1.2291, 3.3428, -2.8044], [-0.0147, 4.2724, -2.7970], [-2.3768, 3.8570, -1.9373], [-0.7719, 3.7476, 5.2714], [-0.2668, 2.0677, 5.3669], [-1.9794, 2.4786, 5.1847], [0.2189, 3.0524, 3.1468], [-2.7197, 3.8276, 3.2322], [-1.8009, 3.9046, 1.7302], [-1.3022, 4.8781, 3.1130], [-1.5372, 0.3001, 4.5709], [-0.8165, -1.8525, 2.5419], [-2.4291, -1.4736, 3.1397], [-1.2177, -2.1414, 4.2438], [1.1356, -0.8685, 3.8166], [0.5445, -0.3520, 5.3867], [1.0811, 0.8452, 4.2152], [-3.5274, 1.2289, 4.1877], [-5.7290, 1.6222, 4.9582], [-7.0172, 1.2506, 3.8155], [-6.5186, 2.9189, 4.0633], [-6.4545, 2.3637, 1.3149], [-4.8370, 2.0635, -0.4778], [-4.5014, -0.5405, -0.3623], [-5.3333, -1.6366, -2.3709], [-5.3738, -1.8752, -4.7896], [-3.7239, -2.3716, -5.1512], [-4.3462, -0.8543, -5.7937], [-2.2333, 0.1382, -4.6758], [1.3069, 1.6809, -3.5372], [-0.9345, 1.2412, -5.5850], [0.7788, 1.4312, -5.8962], [-0.1381, 2.7700, -5.2285], [-0.1968, -0.9296, -3.9869], [1.1728, -0.6452, -2.9186], [1.3834, -0.5303, -4.6743], [-1.6061, 3.2561, -3.8285], [0.4229, 4.3275, -1.8034], [-0.3226, 5.2797, -3.0855], [0.7624, 3.9447, -3.4896], [-2.1055, 3.8896, -0.8853], [-3.2657, 3.2352, -2.0532], [-2.6297, 4.8710, -2.2572], [2.5674, -0.6060, 1.5129], [2.6625, 0.8555, 1.7595], [3.8275, 1.3705, 2.3843], [4.0146, 2.7073, 2.5067], [3.0403, 3.5934, 1.9940], [3.1471, 5.0076, 2.0178], [4.6826, 5.8341, 2.7466], [2.1587, 5.7841, 1.4976], [1.0228, 5.1954, 0.9077], [-0.3139, 6.3363, 0.2299], [0.8716, 3.8264, 0.8191], [-0.1498, 3.2446, 0.2525], [1.9017, 3.0223, 1.4062], [1.7126, 1.6599, 1.3321], [3.3043, -1.1514, 2.0997], [2.7421, -0.7890, 0.4496], [1.5687, -0.9837, 1.7129], [4.5677, 0.6702, 2.7458], [4.9035, 3.1045, 2.9782], [2.2395, 6.8617, 1.5225], [8.6988, 3.9250, -1.8330], [8.0405, 3.6905, -0.6792], [8.0738, 4.8316, 0.0287], [8.7688, 2.7816, -0.0006], [6.6379, 3.2116, -0.9214], [5.5777, 4.1055, -0.8879], [4.2910, 3.6533, -1.1263], [4.0527, 2.3011, -1.3855], [5.1335, 1.4161, -1.4454], [6.4188, 1.8706, -1.2140], [2.7021, 1.8239, -1.4377], [1.6088, 1.3862, -1.1349], [5.7528, 5.1473, -0.6554], [3.4515, 4.3359, -1.0726], [4.9489, 0.3697, -1.6517], [7.2515, 1.1803, -1.2438], [3.2157, -3.2125, -1.2205], [1.7710, -4.2855, -1.7349], [1.2388, -3.8337, -3.4662], [2.3099, -6.0840, -1.7685], [0.0200, -3.9069, -0.2325], [-0.4878, -1.4809, -0.3863], [-2.0363, -4.6768, -1.0383], [-3.4266, -4.0971, 0.0662], [-2.3250, -3.9943, -2.7542], [-2.0177, -6.5526, -1.0915], [0.4704, -4.8887, 1.8509], [1.0429, -6.6487, 1.5424], [-1.0824, -4.9790, 2.9068], [1.8209, -4.0096, 2.7959], [4.0471, -3.3199, -1.9232], [3.5735, -3.4863, -0.2242], [2.9183, -2.1609, -1.1970], [2.1162, -3.7516, -4.1147], [0.6981, -2.8889, -3.4914], [0.5864, -4.6058, -3.8790], [2.9589, -6.2497, -2.6338], [1.4569, -6.7603, -1.8587], [2.8652, -6.3675, -0.8746], [-3.3913, -3.0102, 0.1732], [-3.3780, -4.5440, 1.0601], [-4.3870, -4.3707, -0.3814], [-2.1841, -2.9099, -2.7632], [-3.3526, -4.2054, -3.0671], [-1.6481, -4.4362, -3.4870], [-1.8632, -6.9805, -0.0980], [-1.2255, -6.9271, -1.7446], [-2.9718, -6.9283, -1.4725], [0.3907, -7.1753, 0.8422], [1.0395, -7.2021, 2.4864], [2.0558, -6.6767, 1.1400], [-1.5607, -5.9538, 2.7808], [-1.8128, -4.2126, 2.6524], [-0.8318, -4.8626, 3.9644], [2.7866, -4.1203, 2.2963], [1.9047, -4.4264, 3.8037], [1.6110, -2.9473, 2.8849]]}

(5)
{"formula": "C27H41IO10P2Si", "method": "ωB97M-V with the def2-TZVPD basis set", "homo_energy_ev": -8.5, "smiles": "CCCCCCCCCC[C@](OC(=O)P(=O)(O)O)(P(O)I)[Si](C)(C)C.O=C1C=CC(=O)C=C1.O=C1C=CC(=O)C=C1", "max_force_ev_per_a": 8.1, "spin_multiplicity": 1, "lumo_energy_ev": -1.541, "gap_ev": 6.92, "symbols": ["C", "C", "C", "C", "C", "C", "C", "C", "C", "C", "C", "O", "C", "O", "P", "O", "O", "O", "P", "O", "I", "Si", "C", "C", "C", "H", "H", "H", "H", "H", "H", "H", "H", "H", "H", "H", "H", "H", "H", "H", "H", "H", "H", "H", "H", "H", "H", "H", "H", "H", "H", "H", "H", "H", "H", "H", "H", "H", "O", "C", "C", "C", "C", "O", "C", "C", "H", "H", "H", "H", "O", "C", "C", "C", "C", "O", "C", "C", "H", "H", "H", "H"], "xyz": [[-0.7397, 5.3113, -2.2855], [-2.1890, 5.3059, -3.0591], [-2.7907, 3.7815, -3.3332], [-2.7940, 2.8197, -2.0039], [-3.4985, 3.5036, -0.6732], [-2.7281, 2.9560, 0.6934], [-2.5625, 4.0886, 1.8650], [-1.0272, 4.3239, 2.3972], [-0.1797, 2.9547, 2.7029], [0.9335, 2.5508, 1.5717], [1.6733, 1.1117, 1.7880], [0.8212, -0.0551, 1.9582], [-0.3977, -0.0811, 1.1797], [-0.6165, 0.2850, -0.0813], [-1.9508, -0.8639, 2.0633], [-1.3919, -2.1555, 2.8234], [-2.6677, 0.1757, 3.2565], [-3.1957, -1.3129, 0.9251], [2.6428, 1.2392, 3.4779], [3.6605, -0.2178, 3.4416], [3.9883, 3.2787, 3.6339], [2.9358, 0.6580, 0.3529], [2.8601, -1.2509, -0.0127], [4.7416, 1.2049, 0.7020], [2.4126, 1.5258, -1.3271], [-0.3556, 4.2370, -1.9806], [0.1209, 5.7712, -2.9668], [-0.8420, 5.9115, -1.2656], [-3.0349, 5.8634, -2.4350], [-2.1158, 5.8104, -4.1292], [-2.0395, 3.2818, -4.1149], [-3.8685, 3.7776, -3.7909], [-1.6656, 2.4961, -1.8235], [-3.3481, 1.8131, -2.3278], [-4.6437, 3.1671, -0.6930], [-3.4655, 4.6741, -0.6594], [-3.2372, 1.9648, 1.1219], [-1.6558, 2.6389, 0.3508], [-2.9629, 5.1222, 1.4237], [-3.3360, 3.8184, 2.7319], [-1.1311, 4.8859, 3.4459], [-0.4301, 5.0966, 1.7102], [0.3941, 3.1012, 3.7355], [-0.9397, 2.0806, 2.8566], [0.5159, 2.5633, 0.4528], [1.7368, 3.4350, 1.5762], [-3.6094, 0.4307, 3.0288], [-3.6939, -0.4491, 0.7324], [4.6218, 0.0318, 3.5718], [3.9486, -1.6327, -0.2217], [2.1992, -1.4468, -0.9817], [2.3496, -1.8689, 0.8513], [5.3735, 0.9347, -0.2742], [5.2835, 0.6189, 1.5801], [4.8917, 2.3752, 0.8428], [1.2819, 1.3383, -1.5632], [3.0507, 1.0484, -2.2027], [2.5937, 2.6896, -1.3053], [1.6093, -4.0687, 2.5126], [0.8795, -4.9821, 2.1528], [-0.5832, -4.9150, 2.3411], [-1.3795, -5.9144, 1.9496], [-0.8314, -7.1274, 1.3107], [-1.5612, -8.0409, 0.9508], [0.6312, -7.1945, 1.1223], [1.4275, -6.1951, 1.5139], [-0.9699, -4.0184, 2.8106], [-2.4541, -5.8815, 2.0810], [1.0179, -8.0911, 0.6529], [2.5022, -6.2280, 1.3825], [-1.2593, -5.2948, -4.8055], [-0.3044, -4.9309, -4.1330], [1.0814, -5.1056, -4.6109], [2.1241, -4.7096, -3.8745], [1.9353, -4.0793, -2.5528], [2.8901, -3.7154, -1.8803], [0.5495, -3.9046, -2.0749], [-0.4932, -4.3006, -2.8113], [1.2033, -5.5689, -5.5826], [3.1468, -4.8310, -4.2098], [0.4276, -3.4414, -1.1031], [-1.5160, -4.1792, -2.4760]]}